Record 1
{"formula": "C18H19O2P", "method": "the ωB97M-V functional and the def2-TZVPD basis", "elements": ["O", "P", "O", "C", "C", "C", "C", "C", "C", "C", "C", "C", "C", "C", "C", "C", "C", "C", "C", "C", "C", "H", "H", "H", "H", "H", "H", "H", "H", "H", "H", "H", "H", "H", "H", "H", "H", "H", "H", "H"], "coordinates": [[0.608, -0.186, 2.455], [0.092, -0.649, 1.139], [1.336, -0.569, -0.005], [1.736, 0.618, -0.513], [2.204, 0.540, -1.832], [2.862, 1.654, -2.571], [3.393, 2.713, -1.637], [2.270, 3.093, -0.642], [1.815, 1.922, 0.261], [-0.500, -2.432, 1.303], [0.388, -3.527, 1.215], [-0.087, -4.828, 1.242], [-1.441, -5.090, 1.375], [-2.335, -3.992, 1.468], [-1.872, -2.688, 1.460], [-1.310, 0.377, 0.590], [-1.931, 1.350, 1.405], [-2.980, 2.150, 0.869], [-3.425, 1.970, -0.438], [-2.861, 0.976, -1.243], [-1.819, 0.169, -0.717], [2.031, -0.349, -2.419], [3.740, 1.262, -3.095], [2.128, 2.057, -3.296], [3.711, 3.580, -2.216], [4.263, 2.307, -1.065], [1.417, 3.558, -1.168], [2.653, 3.896, 0.029], [2.521, 1.784, 1.069], [0.844, 2.184, 0.739], [1.455, -3.336, 1.082], [0.580, -5.679, 1.186], [-1.785, -6.106, 1.413], [-3.368, -4.282, 1.549], [-2.642, -1.925, 1.566], [-1.548, 1.556, 2.399], [-3.389, 2.948, 1.483], [-4.178, 2.661, -0.802], [-3.216, 0.851, -2.271], [-1.359, -0.538, -1.367]], "lowdin_charge": [-0.31, 0.75, -0.16, -0.32, -0.02, -0.23, -0.21, -0.19, -0.13, -0.21, -0.07, -0.09, -0.07, -0.08, -0.09, -0.28, -0.05, -0.07, -0.09, -0.07, -0.06, 0.10, 0.11, 0.12, 0.10, 0.13, 0.12, 0.11, 0.12, 0.11, 0.11, 0.10, 0.10, 0.10, 0.11, 0.11, 0.10, 0.10, 0.11, 0.10], "lumo_ev": 0.60, "mol_weight_g_mol": 298.3, "gap_ev": 8.87, "total_charge": 0, "smiles": "O=P(OC1=CCCCC1)(c1ccccc1)c1ccccc1"}

=====

Record 2
{"formula": "C5H11IOS", "method": "the ωB97M-V functional and the def2-TZVPD basis", "elements": ["C", "O", "C", "S", "I", "C", "C", "C", "H", "H", "H", "H", "H", "H", "H", "H", "H", "H", "H"], "coordinates": [[-0.465, -2.362, -1.066], [-0.459, -0.913, -1.037], [-0.549, -0.246, 0.193], [-2.164, 0.861, 0.026], [-4.040, -0.589, 0.471], [0.804, 0.474, 0.409], [0.717, 1.365, 1.645], [1.102, 1.292, -0.809], [0.317, -2.782, -0.474], [-0.159, -2.426, -2.141], [-1.501, -2.674, -0.709], [-0.787, -0.976, 1.027], [1.592, -0.345, 0.443], [-0.092, 1.957, 1.349], [0.520, 0.877, 2.518], [1.576, 2.004, 1.610], [0.581, 2.304, -0.979], [0.840, 0.628, -1.709], [2.167, 1.553, -0.769]], "lowdin_charge": [-0.05, -0.32, -0.61, 0.23, 0.35, -0.43, -0.06, -0.10, 0.07, 0.11, 0.09, 0.12, 0.16, 0.03, 0.05, 0.08, 0.11, 0.10, 0.08], "lumo_ev": -0.63, "de_lowest_kj_mol": 0.0, "mol_weight_g_mol": 246.1, "gap_ev": 7.97, "total_charge": 0, "smiles": "CO[C@H](SI)C(C)C"}

=====

Record 3
{"formula": "C32H35F9LiN3OP2", "method": "the ωB97M-V functional and the def2-TZVPD basis", "elements": ["Li", "C", "C", "C", "C", "C", "H", "H", "H", "H", "H", "C", "N", "C", "P", "O", "N", "C", "C", "N", "C", "C", "H", "H", "H", "H", "H", "H", "H", "H", "H", "H", "H", "H", "H", "H", "H", "H", "H", "H", "F", "C", "F", "F", "C", "C", "C", "C", "C", "C", "P", "C", "C", "C", "C", "C", "C", "C", "F", "F", "F", "C", "C", "C", "C", "C", "C", "C", "F", "F", "F", "H", "H", "H", "H", "H", "H", "H", "H", "H", "H", "H", "H"], "coordinates": [[0.628, 2.068, 1.058], [0.991, 4.261, 1.511], [1.871, 3.774, 0.519], [2.673, 2.763, 1.100], [2.286, 2.627, 2.453], [1.243, 3.548, 2.706], [0.278, 5.064, 1.386], [1.963, 4.152, -0.490], [3.505, 2.265, 0.622], [2.754, 1.988, 3.190], [0.783, 3.732, 3.666], [-4.578, 1.843, 1.716], [-3.211, 2.206, 1.388], [-2.556, 3.035, 2.391], [-2.399, 1.595, 0.089], [-0.930, 1.580, 0.341], [-2.736, 2.464, -1.279], [-1.665, 3.227, -1.921], [-4.043, 3.091, -1.401], [-3.022, 0.092, -0.194], [-2.975, -0.862, 0.907], [-3.916, -0.274, -1.276], [-5.213, 2.733, 1.756], [-4.628, 1.349, 2.692], [-4.996, 1.167, 0.975], [-3.165, 3.919, 2.599], [-1.578, 3.367, 2.047], [-2.423, 2.482, 3.326], [-0.709, 2.743, -1.757], [-1.608, 4.247, -1.525], [-1.859, 3.278, -2.995], [-4.834, 2.425, -1.055], [-4.237, 3.310, -2.452], [-4.106, 4.025, -0.831], [-2.180, -0.597, 1.604], [-2.755, -1.857, 0.515], [-3.922, -0.916, 1.454], [-3.803, 0.415, -2.108], [-4.967, -0.291, -0.958], [-3.663, -1.276, -1.630], [-0.529, -6.114, 4.005], [0.151, -6.186, 2.852], [1.308, -6.820, 3.111], [-0.549, -6.986, 2.027], [0.390, -4.834, 2.238], [0.041, -3.676, 2.905], [0.291, -2.443, 2.308], [0.890, -2.367, 1.058], [1.239, -3.549, 0.400], [0.990, -4.776, 0.982], [1.239, -0.693, 0.386], [3.034, -0.884, 0.039], [3.575, -1.322, -1.167], [4.945, -1.471, -1.310], [5.786, -1.188, -0.243], [5.264, -0.742, 0.961], [3.893, -0.579, 1.093], [7.266, -1.376, -0.426], [7.574, -2.667, -0.656], [7.971, -0.987, 0.646], [7.729, -0.681, -1.480], [0.501, -0.730, -1.280], [-0.513, -1.607, -1.650], [-1.197, -1.431, -2.846], [-0.876, -0.368, -3.673], [0.152, 0.502, -3.328], [0.829, 0.322, -2.138], [-1.614, -0.159, -4.964], [-1.784, 1.148, -5.236], [-2.837, -0.718, -4.946], [-0.958, -0.689, -6.012], [-0.421, -3.729, 3.880], [0.024, -1.531, 2.828], [1.717, -3.505, -0.572], [1.262, -5.690, 0.470], [2.928, -1.551, -2.005], [5.361, -1.809, -2.251], [5.924, -0.507, 1.784], [3.486, -0.193, 2.021], [-0.788, -2.428, -1.000], [-1.991, -2.112, -3.123], [0.399, 1.335, -3.974], [1.601, 1.030, -1.852]], "lowdin_charge": [0.50, -0.22, -0.22, -0.24, -0.22, -0.21, 0.09, 0.08, 0.08, 0.08, 0.08, -0.11, -0.29, -0.08, 0.54, -0.38, -0.29, -0.08, -0.11, -0.29, -0.10, -0.10, 0.09, 0.09, 0.06, 0.09, 0.05, 0.09, 0.06, 0.09, 0.08, 0.07, 0.09, 0.09, 0.08, 0.08, 0.08, 0.07, 0.08, 0.07, 0.14, -0.59, 0.15, 0.14, -0.12, 0.00, -0.08, -0.36, -0.07, 0.00, 1.12, -0.35, -0.07, 0.00, -0.12, 0.01, -0.08, -0.59, 0.14, 0.14, 0.14, -0.37, -0.07, -0.02, -0.12, -0.01, -0.09, -0.58, 0.13, 0.13, 0.15, 0.12, 0.10, 0.11, 0.13, 0.11, 0.13, 0.12, 0.10, 0.10, 0.12, 0.13, 0.12], "lumo_ev": 0.08, "mol_weight_g_mol": 717.5, "gap_ev": 7.33, "total_charge": 0}

=====

The max |F| results, record by record, are as follows: 5.07; 3.41; 0.70 eV/A.